No. 1
Below is a structure of composition C39H35GaN4O5PS, with properties calculated with ωB97M-V/def2-TZVPD.

Output
E_tot = -129703.7003 eV
ΔE to the lowest compared entry with this formula, charge and spin = 69.3 kcal/mol
LUMO level = -3.12 eV
Frontier orbital gap = 0.2800 Eh

Geometry as ORCA input:
```
! RIJCOSX wB97M-V def2-TZVPD def2/J DEFGRID3
* xyz 1 1
Ga 0.51775 -0.08113 0.42298
O 1.20430 -3.32009 -1.69942
C 0.86694 -2.25366 -1.24263
N 0.34403 -1.98502 -0.00887
C 0.58657 -2.93338 0.99052
O -0.24419 -3.21953 1.82209
C 1.95870 -3.52029 1.05404
C 2.13663 -4.75405 1.65940
C 3.42750 -5.24916 1.73866
C 4.46729 -4.47708 1.24308
C 4.17353 -3.24296 0.67470
N 2.93809 -2.76930 0.56443
C 0.88060 -1.01446 -2.13519
C 0.44984 -1.26437 -3.49950
C -0.12135 -0.32978 -4.26498
C -0.12675 1.13550 -3.98429
C 0.95187 1.41869 -2.14341
N 1.10235 0.09642 -1.53211
H 1.28411 -5.30091 2.03371
H 3.61656 -6.22157 2.17326
H 5.48927 -4.82339 1.28581
H 4.96392 -2.61483 0.28287
H 0.45292 -2.30358 -3.79551
H -0.55739 -0.64856 -5.20445
H -0.58541 1.69947 -4.79284
H 1.37806 2.16484 -1.47841
O -1.02753 2.60296 2.69059
S -1.11476 1.86052 1.46960
O -1.09530 0.36727 1.66006
O -0.06607 2.10384 0.45294
C -2.62842 2.25640 0.65792
C -3.52264 3.07178 1.32669
C -4.72039 3.41361 0.70945
C -4.99971 2.93310 -0.55579
C -4.08759 2.11765 -1.21701
C -2.87818 1.76799 -0.63298
P -1.67888 0.62842 -1.43489
C -2.71052 -0.36378 -2.54279
C -3.19736 0.10512 -3.76440
C -3.93735 -0.72316 -4.59086
C -4.20382 -2.03067 -4.20002
C -3.72855 -2.50299 -2.98668
C -2.97731 -1.67553 -2.16276
C -0.55624 1.63891 -2.54226
C 1.35088 1.52558 -3.62120
C 1.78343 2.89891 -4.02727
C 1.10170 4.01631 -3.79189
C -0.19741 4.09808 -3.11886
C -0.91194 3.10294 -2.59196
H -3.27613 3.43316 2.31333
H -5.42920 4.04951 1.22058
H -5.93296 3.18967 -1.03844
H -4.33825 1.74090 -2.20100
H -2.98976 1.12221 -4.07864
H -4.31021 -0.35308 -5.53604
H -4.78115 -2.67917 -4.84361
H -3.93167 -3.52061 -2.68360
H -2.57925 -2.05662 -1.22831
H 2.08065 0.78630 -3.94477
H 2.72592 2.96852 -4.55498
H 1.51682 4.95317 -4.13951
H -0.62938 5.08855 -3.05104
H -1.86403 3.37473 -2.15637
C -0.56232 0.42442 5.01590
N 0.65872 -0.43727 5.03475
C 0.51657 -1.56980 5.98647
C 1.02791 -0.91350 3.64014
C 2.07358 -0.03198 3.01405
C 3.18175 0.33146 3.78060
C 4.18757 1.11815 3.24976
C 4.09797 1.52174 1.92491
C 3.01208 1.12861 1.16049
C 1.97768 0.34254 1.67623
H -0.76692 0.74095 6.03559
H -1.38034 -0.17232 4.62033
H -0.36614 1.27764 4.37047
H 1.43180 0.15548 5.34682
H -0.26632 -2.22360 5.60817
H 0.24588 -1.17692 6.96273
H 1.46220 -2.10374 6.03065
H 0.09242 -0.93407 3.08408
H 1.37520 -1.94156 3.75541
H 3.29310 -0.01862 4.80424
H 5.03551 1.40301 3.85666
H 4.87685 2.13176 1.48846
H 2.98203 1.44928 0.12593
*
```

No. 2
Below is a structure of composition C6H12N2O in a non-equilibrium geometry, with properties calculated with ωB97M-V/def2-TZVPD.

Output
E_tot = -11440.7630 eV
ΔE to the lowest compared entry with this formula, charge and spin = 90.1 kcal/mol
LUMO level = 0.82 eV
Frontier orbital gap = 0.3690 Eh

Geometry as ORCA input:
```
! RIJCOSX wB97M-V def2-TZVPD def2/J DEFGRID3
* xyz 0 1
C -0.51689 1.54803 1.54986
C -1.48663 0.15939 -1.48929
C -0.62589 0.62015 2.71871
O -0.82478 0.14979 -0.22676
H 0.04208 2.46118 1.70928
H -1.47408 1.80816 1.10507
H -1.31992 -0.78509 -2.01335
H -2.55314 0.27089 -1.29107
H -1.13809 0.98068 -2.12280
H 0.34558 0.45194 3.17725
H -1.31479 1.05350 3.45326
H -1.03296 -0.34237 2.40648
C 1.21804 -2.11302 -0.99857
C 1.32976 -0.63540 -1.22890
N 1.98126 -0.18148 -2.21483
C 0.64520 0.23612 -0.22166
N 1.13764 0.90609 0.68243
H 2.01177 0.83950 -2.21709
H 1.77725 -2.64710 -1.76628
H 0.17106 -2.42902 -0.99880
H 1.62753 -2.35192 -0.01295
*
```

No. 3
Below is the ion C4H11NO with charge +1 in a non-equilibrium geometry, with properties calculated with ωB97M-V/def2-TZVPD.

Output
E_tot = -7854.5351 eV
ΔE to the lowest compared entry with this formula, charge and spin = 41.7 kcal/mol
LUMO level (alpha / beta) = -3.24 / -8.99 eV
Frontier orbital gap (alpha / beta) = 0.4664 / 0.2320 Eh

Geometry as ORCA input:
```
! RIJCOSX wB97M-V def2-TZVPD def2/J DEFGRID3
* xyz 1 2
C 1.10595 -0.69378 0.89665
C -0.39147 -0.43149 0.59162
C -0.52326 0.61691 -0.59805
C 0.36855 1.84512 -0.57084
O -0.35437 0.00686 -1.81759
N -1.13535 -1.58019 0.24219
H 1.23233 -1.64156 1.39224
H 1.62259 -0.66714 -0.06956
H 1.53815 0.13391 1.45639
H -0.86660 0.10702 1.41759
H -1.53968 0.98224 -0.54676
H 0.02377 2.66025 -1.19269
H 0.52299 2.26820 0.41676
H 1.33108 1.53412 -0.94891
H -0.38305 -0.96370 -1.76278
H -0.58031 -2.43121 0.30182
H -1.97134 -1.74555 0.79189
*
```

No. 4
Below is an isolated molecule of C12H13N3O2 in a non-equilibrium geometry, with properties calculated with ωB97M-V/def2-TZVPD.

Output
E_tot = -21220.5587 eV
ΔE to the lowest compared entry with this formula, charge and spin = 21.8 kcal/mol
LUMO level = 0.62 eV
Frontier orbital gap = 0.3527 Eh
SMILES = CC(=O)N[C@H]1N=C(C)N(c2ccccc2)C1=O

Geometry as ORCA input:
```
! RIJCOSX wB97M-V def2-TZVPD def2/J DEFGRID3
* xyz 0 1
O -1.90199 -3.74847 -1.48001
O -0.60652 -0.34691 -1.93817
N -0.76883 -1.21545 1.47186
C -0.86550 -3.88598 -0.88142
C -0.58048 -0.43805 -0.69023
C -0.27081 -0.01338 1.45606
C 1.06075 4.46239 -0.92226
C 1.72487 3.80532 0.09631
C 0.00189 3.82957 -1.55657
C 1.36931 2.50988 0.43257
C -0.40293 2.55534 -1.18113
C 0.28230 1.81928 -0.18075
N -0.10868 0.51291 0.17603
N -0.41778 -2.91281 -0.03336
C -0.13622 -5.19330 -0.94963
C -0.01772 0.63796 2.75804
C -1.07943 -1.63129 0.11244
H 1.33414 5.45923 -1.27166
H 2.57988 4.30473 0.54503
H -0.49775 4.30646 -2.42045
H 2.00695 2.03751 1.17804
H -1.24777 2.08966 -1.70696
H 0.45253 -3.11261 0.48708
H -0.63039 -5.91641 -0.28808
H 0.88711 -5.08419 -0.56277
H -0.14169 -5.55874 -1.96188
H -0.66462 0.24519 3.52990
H 0.98827 0.47265 3.05273
H -0.18927 1.73990 2.73687
H -2.15963 -1.73039 -0.00760
*
```

No. 5
Below is a cluster of 2 separate species, C4H6N2O in total in a non-equilibrium geometry, with properties calculated with ωB97M-V/def2-TZVPD.

Output
E_tot = -9266.2395 eV
ΔE to the lowest compared entry with this formula, charge and spin = 44.5 kcal/mol
LUMO level (alpha / beta) = 0.89 / -0.97 eV
Frontier orbital gap (alpha / beta) = 0.2975 / 0.2691 Eh

Geometry as ORCA input:
```
! RIJCOSX wB97M-V def2-TZVPD def2/J DEFGRID3
* xyz 0 3
C 0.04602 0.92165 0.63308
C -1.03096 0.31100 0.18267
C 1.26219 0.18603 0.08861
C 0.49659 -0.59632 -1.06019
N -3.81616 0.48247 0.87072
N -2.91962 1.25508 0.82438
O -0.89173 -0.74514 -0.62205
H 0.05158 1.71801 1.40240
H 2.03332 0.81841 -0.31503
H 1.69582 -0.55475 0.89669
H 0.27922 0.10945 -1.88007
H 0.94196 -1.54407 -1.35704
H -4.71764 0.94130 1.03836
*
```

Which of these has the highest ΔE to the lowest compared entry with this formula, charge and spin?
C6H12N2O

Which of these has the lowest ΔE to the lowest compared entry with this formula, charge and spin?
C12H13N3O2

Which value of ΔE to the lowest compared entry with this formula, charge and spin does entry 1 give?
69.3 kcal/mol